{"formula": "C4H12N2S", "method": "ωB97M-V/def2-TZVPD", "energy_ev": -18155.6186, "fmax_ha_per_bohr": 0.0960, "charge": 0, "homo_energy_ev": -8.67, "smiles": "NC[C@@H](N)CCS", "symbols": ["N", "C", "C", "N", "C", "C", "S", "H", "H", "H", "H", "H", "H", "H", "H", "H", "H", "H", "H"], "xyz": [[0.9483, 2.4384, -1.6457], [0.3948, 1.8993, -0.4867], [0.8633, 0.4243, -0.2207], [2.2706, 0.0457, -0.0350], [-0.1457, 0.0782, 0.9365], [-1.5468, -0.5206, 0.2846], [-1.3475, -2.2978, 0.5414], [0.2962, 2.3233, -2.4177], [1.0510, 3.4103, -1.6820], [-0.6554, 2.2750, -0.4798], [0.7312, 2.4895, 0.3431], [0.6810, -0.0007, -1.1071], [2.5076, -0.2128, 0.9516], [2.8545, 0.7491, -0.5256], [0.3606, -0.7947, 1.4578], [-0.1129, 0.9427, 1.6164], [-2.5536, -0.2311, 0.8486], [-1.7527, -0.2924, -0.7286], [-1.7731, -2.5689, 1.7430]]}